{"formula": "C2H7N3S2", "method": "ωB97M-V with the def2-TZVPD basis set", "de_lowest_ev": 0.440, "e_lumo_ha": 0.022, "gap_ev": 8.350, "mol_weight_g_mol": 137.23, "homo_ha": -0.2854, "symbols": ["C", "N", "C", "N", "S", "N", "S", "H", "H", "H", "H", "H", "H", "H"], "coordinates": [[-1.21247, -0.35170, 1.65762], [-0.91170, -0.20096, 0.26387], [0.31438, -0.02651, -0.24266], [1.29484, -0.29730, 0.51620], [2.87265, -0.28958, -0.14315], [0.48145, 0.34635, -1.57522], [-0.76266, 0.51424, -2.73659], [-2.21499, -0.00709, 1.83554], [-0.52444, 0.36228, 2.18973], [-1.00460, -1.32769, 2.04315], [-1.67187, -0.12860, -0.43904], [3.28034, -1.19886, 0.74908], [1.32371, 0.88953, -1.73212], [-1.26466, 1.71588, -2.38641]], "nbo_charge": [-0.4022, -0.6085, 0.5534, -0.7065, 0.1025, -0.7810, 0.2022, 0.2032, 0.2138, 0.2000, 0.3983, 0.1255, 0.4094, 0.0897]}

=====

{"formula": "C5H10O2", "method": "ωB97M-V with the def2-TZVPD basis set", "de_lowest_ev": 4.751, "e_lumo_ha": [0.037, 0.035], "gap_ev": [7.968, 7.466], "mol_weight_g_mol": 102.13, "homo_ha": [-0.2561, -0.2390], "symbols": ["C", "C", "C", "O", "C", "C", "O", "H", "H", "H", "H", "H", "H", "H", "H", "H", "H"], "coordinates": [[0.49856, 0.41993, -2.12453], [0.11757, 1.39174, -1.04915], [-1.48854, -0.99502, 0.06530], [-0.06072, -1.12663, 0.20795], [0.44272, -0.02886, 0.82310], [0.73466, -0.11416, 2.28895], [0.36640, 1.11364, 0.24007], [1.58804, 0.22317, -2.16179], [0.20756, 0.86480, -3.08091], [0.01942, -0.56247, -2.04143], [0.20885, 2.46059, -1.20777], [-1.71621, -0.41437, -0.83423], [-1.92237, -1.99549, 0.00357], [-1.87461, -0.46047, 0.92452], [1.56083, -0.81886, 2.42434], [1.03236, 0.86582, 2.67080], [-0.11206, -0.48137, 2.89436]], "nbo_charge": [-0.6922, -0.0277, -0.2731, -0.5328, 0.5466, -0.6849, -0.3860, 0.2056, 0.2221, 0.2168, 0.1699, 0.1889, 0.1981, 0.1779, 0.2289, 0.2300, 0.2120]}

=====

{"formula": "C24H54BF13N7O12S2", "method": "ωB97M-V with the def2-TZVPD basis set", "de_lowest_ev": 0.000, "e_lumo_ha": -0.271, "total_charge": 3, "gap_ev": 1.431, "mol_weight_g_mol": 954.65, "homo_ha": -0.3232, "symbols": ["C", "F", "F", "F", "S", "O", "O", "N", "S", "O", "O", "C", "F", "F", "F", "C", "C", "O", "N", "H", "H", "C", "H", "H", "H", "H", "H", "H", "C", "C", "O", "N", "H", "H", "C", "H", "H", "H", "H", "H", "H", "C", "C", "O", "N", "H", "H", "C", "H", "H", "H", "H", "H", "H", "C", "C", "O", "N", "H", "H", "C", "H", "H", "H", "H", "H", "H", "C", "C", "O", "N", "H", "H", "C", "H", "H", "H", "H", "H", "H", "C", "C", "O", "N", "H", "H", "C", "H", "H", "H", "H", "H", "H", "C", "O", "O", "C", "F", "F", "F", "C", "C", "H", "H", "H", "H", "H", "H", "B", "F", "F", "F", "F"], "coordinates": [[-1.19824, -1.50396, -1.57250], [-0.94154, -2.68611, -2.18452], [-1.94468, -0.66515, -2.34891], [-1.82848, -1.76954, -0.51587], [0.42506, -0.61950, -1.10669], [1.50228, -1.06238, -2.04410], [0.12924, 0.80708, -1.23938], [0.92695, -1.31500, 0.34624], [0.49383, -0.19796, 1.33710], [1.48626, 0.84038, 1.35901], [-0.92937, 0.15393, 1.27585], [0.61044, -1.09594, 3.00900], [-0.28582, -0.60023, 3.88107], [0.42587, -2.40273, 2.99040], [1.86836, -0.97931, 3.43108], [0.49932, 3.76897, 0.35429], [0.80507, 5.25425, 0.49237], [0.24637, 6.08284, -0.21936], [2.02976, 5.53273, 1.38441], [1.95655, 5.02257, 2.25302], [2.82094, 5.15135, 0.88573], [2.31460, 7.08361, 1.55475], [-0.56839, 3.62866, 0.18572], [0.79578, 3.24668, 1.26392], [1.02796, 3.43879, -0.53993], [3.25460, 7.07597, 2.10652], [1.55649, 7.41307, 2.26526], [2.42777, 7.75239, 0.70150], [-3.23371, 3.54724, -2.72744], [-3.78407, 2.43705, -3.65924], [-3.09524, 1.72202, -4.38176], [-5.24665, 2.00246, -3.53487], [-5.67484, 2.36000, -2.69290], [-5.79394, 2.42708, -4.26990], [-5.41318, 0.41393, -3.38167], [-2.15857, 3.38303, -2.65538], [-3.61739, 3.59244, -1.70820], [-3.45616, 4.54957, -3.09344], [-5.00466, -0.12181, -4.23852], [-6.41696, 0.08473, -3.11304], [-4.82624, 0.13098, -2.50786], [0.33509, -4.78216, -0.26622], [1.85278, -4.65759, -0.29737], [2.54065, -5.26049, -1.14409], [2.46772, -3.56602, 0.56313], [3.28087, -3.43988, -0.02251], [1.96492, -2.70389, 0.40817], [2.76723, -3.86411, 2.04072], [-0.07857, -5.23330, -1.16814], [-0.21363, -3.85602, -0.09508], [0.13523, -5.47482, 0.55133], [1.89819, -4.28135, 2.54940], [3.33299, -3.01800, 2.43075], [3.41986, -4.73635, 2.00350], [-2.44084, 2.84509, 7.24335], [-0.90327, 2.99378, 7.35539], [-0.29045, 3.28806, 8.39491], [-0.09137, 2.94634, 6.04812], [-0.67355, 3.36708, 5.33808], [0.72218, 3.51917, 6.22157], [0.34155, 1.58636, 5.69297], [-2.80781, 3.55038, 6.49770], [-2.84451, 2.99888, 8.24410], [-2.81942, 1.91198, 6.82611], [-0.50986, 0.91580, 5.57653], [0.90372, 1.18521, 6.53626], [1.01933, 1.62583, 4.84024], [-4.57143, -2.61196, 1.49245], [-3.74861, -1.65509, 2.28229], [-2.72069, -2.05045, 2.87435], [-4.31351, -0.27711, 2.61704], [-3.54756, 0.31759, 2.33462], [-5.01666, -0.01006, 1.94297], [-4.82145, 0.06801, 4.05484], [-4.01097, -3.54409, 1.42095], [-4.55143, -2.33129, 0.43940], [-5.57989, -2.72083, 1.89150], [-4.88425, 1.15343, 3.97705], [-4.02610, -0.08309, 4.78469], [-5.66953, -0.55741, 4.33358], [3.47583, 1.21793, -2.04736], [4.50513, 0.25163, -1.33909], [4.42843, -0.03264, -0.12465], [5.53957, -0.27095, -2.28058], [5.43084, 0.34598, -3.07284], [6.46910, 0.04676, -2.04575], [5.40678, -1.81520, -2.50568], [3.16931, 0.76850, -2.99190], [3.86307, 2.23085, -2.15761], [2.68053, 1.18597, -1.30268], [6.15423, -2.16686, -3.21686], [4.41164, -2.18050, -2.75936], [5.55885, -2.53531, -1.70168], [2.65746, -4.50246, -7.36528], [1.86509, -4.26579, -6.23838], [2.85320, -5.88352, -7.21790], [1.94918, -3.91727, -8.62196], [2.79508, -3.45613, -9.57514], [1.04348, -4.82374, -9.22365], [1.26356, -2.80896, -8.33136], [2.52971, -4.00100, -4.99117], [1.60717, -3.73557, -3.84697], [0.84760, -3.06232, -4.24432], [1.04183, -4.62801, -3.57856], [1.91842, -3.18087, -2.96180], [3.03579, -3.04045, -5.08791], [3.21844, -4.81092, -4.75076], [3.58098, -3.93222, -7.26508], [-2.21280, 3.12379, 3.33828], [-1.62818, 4.16197, 3.94048], [-3.36626, 2.93152, 4.00930], [-2.64771, 3.40566, 2.06014], [-1.47768, 1.93832, 3.34166]], "lowdin_charge": [-0.6551, 0.1452, 0.1211, 0.1800, 0.7154, -0.3265, -0.3047, -0.3000, 0.5621, -0.2871, -0.3176, -0.6389, 0.1151, 0.1371, 0.1272, 0.0268, -0.3281, 0.1638, 0.1149, 0.1669, 0.1708, 0.0649, 0.1001, 0.0711, 0.0998, 0.0980, 0.1056, 0.1151, 0.0406, -0.3113, 0.1592, 0.1233, 0.1573, 0.1806, 0.0715, 0.0936, 0.0872, 0.1033, 0.1084, 0.1032, 0.0818, 0.0330, -0.3193, 0.1482, 0.0908, 0.1559, 0.0556, 0.0511, 0.1065, 0.0570, 0.1027, 0.1012, 0.1049, 0.1083, 0.0519, -0.2866, 0.1518, 0.0964, 0.1126, 0.1777, -0.0037, 0.0906, 0.1078, 0.0872, 0.0951, 0.1191, 0.1069, 0.0266, -0.3328, 0.1285, 0.1201, 0.1492, 0.1686, 0.0815, 0.1108, 0.0908, 0.1122, 0.0920, 0.1003, 0.1134, 0.0240, -0.3420, 0.0998, 0.1232, 0.1658, 0.1846, 0.0648, 0.0968, 0.0956, 0.0478, 0.1131, 0.0906, 0.1001, -0.4835, -0.1106, -0.2195, -0.4881, 0.1071, 0.0729, 0.1060, -0.2712, -0.1158, 0.0732, 0.0775, 0.0182, 0.0979, 0.1205, 0.1235, -1.4770, 0.1898, 0.1570, 0.1334, 0.1191]}

=====

{"formula": "C30H32F9O4PPb", "method": "ωB97M-V with the def2-TZVPD basis set", "de_lowest_ev": 0.968, "e_lumo_ha": -0.239, "total_charge": 2, "gap_ev": 7.281, "mol_weight_g_mol": 865.74, "homo_ha": -0.5064, "symbols": ["Pb", "C", "O", "C", "C", "O", "C", "C", "O", "C", "H", "H", "H", "H", "H", "H", "H", "H", "H", "H", "H", "H", "H", "H", "C", "C", "C", "O", "H", "H", "H", "H", "H", "H", "F", "C", "F", "F", "C", "C", "C", "C", "C", "C", "P", "C", "C", "C", "C", "C", "C", "C", "F", "F", "F", "C", "C", "C", "C", "C", "C", "C", "F", "F", "F", "H", "H", "H", "H", "H", "H", "H", "H", "H", "H", "H", "H"], "coordinates": [[-1.69128, -2.69518, -2.87710], [-3.00916, 0.40097, -2.40429], [-3.33043, -1.00585, -2.30959], [-4.12080, -1.36972, -1.16118], [-3.23097, -1.78373, -0.02554], [-2.35877, -2.80918, -0.54030], [-1.34006, -3.22275, 0.39380], [-0.46918, -4.19574, -0.33990], [0.11202, -3.55807, -1.49647], [1.35273, -2.86505, -1.21961], [-3.92129, 0.98679, -2.30693], [-2.58275, 0.56825, -3.39052], [-2.28753, 0.68445, -1.63483], [-4.76319, -2.19225, -1.47414], [-4.75006, -0.53180, -0.86165], [-3.83703, -2.19013, 0.78623], [-2.62392, -0.95763, 0.35146], [-1.79896, -3.70515, 1.25818], [-0.78317, -2.34207, 0.70868], [-1.05863, -5.03681, -0.70776], [0.31433, -4.57973, 0.31231], [2.03456, -3.54296, -0.70937], [1.17308, -1.98217, -0.60622], [1.77986, -2.57705, -2.17626], [1.45748, 0.39424, -4.46229], [0.47707, -0.71971, -4.48248], [0.31426, -1.51488, -5.73814], [-0.18057, -0.97670, -3.46075], [2.37574, 0.10245, -4.97547], [1.66109, 0.73973, -3.45232], [1.03376, 1.21731, -5.05090], [0.61485, -0.94649, -6.61561], [-0.70741, -1.87369, -5.86677], [0.98166, -2.38304, -5.67571], [4.30747, 4.91252, -1.70302], [3.00668, 4.92619, -2.01640], [2.90437, 4.85147, -3.35197], [2.50939, 6.10870, -1.63672], [2.27756, 3.78945, -1.34295], [1.34913, 3.04013, -2.04345], [0.69276, 1.99557, -1.40230], [0.94249, 1.71256, -0.06349], [1.86792, 2.48910, 0.63244], [2.53749, 3.51918, -0.00443], [-0.01500, 0.36029, 0.71519], [-1.01011, 1.29774, 1.93331], [-0.51790, 1.71473, 3.16927], [-1.31189, 2.45785, 4.02584], [-2.60566, 2.79413, 3.65414], [-3.10876, 2.40018, 2.42504], [-2.30932, 1.64755, 1.57390], [-3.46836, 3.55636, 4.63009], [-2.79446, 4.57171, 5.18087], [-4.56055, 4.05419, 4.04044], [-3.87197, 2.75236, 5.62573], [1.20817, -0.52366, 1.73910], [2.52613, -0.67239, 1.30857], [3.39108, -1.53883, 1.96506], [2.93755, -2.27513, 3.04815], [1.63152, -2.13033, 3.49679], [0.77091, -1.26438, 2.84077], [3.86004, -3.23328, 3.75963], [4.88508, -3.59532, 2.97722], [3.20264, -4.34817, 4.11654], [4.36585, -2.69139, 4.87169], [1.14488, 3.27592, -3.08022], [-0.02644, 1.39433, -1.94936], [2.07202, 2.29068, 1.67780], [3.26178, 4.11717, 0.53480], [0.49000, 1.45854, 3.47267], [-0.92509, 2.78528, 4.98281], [-4.11298, 2.68191, 2.13836], [-2.70040, 1.35661, 0.60159], [2.89319, -0.09683, 0.46661], [4.41834, -1.63830, 1.63694], [1.29194, -2.69103, 4.35991], [-0.24482, -1.15005, 3.20446]], "lowdin_charge": [1.7446, -0.0352, -0.3789, -0.1462, -0.1430, -0.3060, -0.1464, -0.1507, -0.3732, -0.0225, 0.1149, 0.0975, 0.0660, 0.1466, 0.1493, 0.1583, 0.0890, 0.1591, 0.0823, 0.1446, 0.1510, 0.1152, 0.0594, 0.0969, 0.0269, -0.4241, 0.0119, -0.1641, 0.1182, 0.0709, 0.1274, 0.1085, 0.0859, 0.1222, 0.1610, -0.5944, 0.1437, 0.1690, -0.0969, -0.0128, -0.1087, -0.3602, -0.0552, 0.0239, 1.0970, -0.3619, -0.0645, 0.0197, -0.0985, 0.0073, -0.0936, -0.5955, 0.1627, 0.1525, 0.1603, -0.4020, -0.0900, 0.0098, -0.1061, 0.0095, -0.0921, -0.5962, 0.1499, 0.1482, 0.1709, 0.1214, 0.0689, 0.1159, 0.1384, 0.1107, 0.1375, 0.1262, 0.0774, 0.1101, 0.1315, 0.1347, 0.1136]}

=====

{"formula": "C7H15NO2", "method": "ωB97M-V with the def2-TZVPD basis set", "de_lowest_ev": 2.816, "e_lumo_ha": 0.016, "gap_ev": 9.480, "mol_weight_g_mol": 145.20, "homo_ha": -0.3320, "symbols": ["C", "C", "N", "O", "H", "H", "H", "H", "H", "H", "H", "C", "C", "C", "C", "C", "O", "H", "H", "H", "H", "H", "H", "H", "H"], "coordinates": [[0.54474, -0.30823, 1.86702], [0.73598, -1.79223, 1.74046], [-0.56958, 0.25824, 2.31993], [1.70506, 0.35403, 2.11355], [1.49126, 1.25255, 2.40434], [0.41849, 0.13190, 0.29641], [-0.86999, 1.14957, 1.49844], [-1.35766, -0.37993, 2.31675], [-0.09487, -2.23397, 1.19135], [1.67142, -2.00534, 1.22685], [0.78189, -2.24012, 2.73583], [1.08454, 1.65197, -1.10170], [-0.14574, -0.93384, -2.18596], [-0.11183, 0.96717, -0.43790], [-0.91620, 0.04616, -1.34452], [-2.24453, 0.10800, -1.34316], [-0.81433, 1.76328, 0.36552], [1.75243, 0.94833, -1.59683], [1.64462, 2.20125, -0.34681], [0.71439, 2.36088, -1.84382], [-0.80806, -1.68095, -2.62251], [0.37644, -0.42555, -2.99966], [0.61374, -1.45362, -1.59524], [-2.75657, 0.83102, -0.72390], [-2.84563, -0.57057, -1.93444]], "nbo_charge": [0.5873, -0.6823, -0.8059, -0.6694, 0.4996, 0.1027, 0.4488, 0.3785, 0.2350, 0.2405, 0.2431, -0.6337, -0.6472, 0.1905, -0.0269, -0.4003, -0.7511, 0.2042, 0.2166, 0.2188, 0.2178, 0.2197, 0.2051, 0.2196, 0.1890]}

=====

{"formula": "C10H11ClNO2P", "method": "ωB97M-V with the def2-TZVPD basis set", "e_lumo_ha": 0.011, "gap_ev": 8.066, "mol_weight_g_mol": 243.63, "homo_ha": -0.2853, "symbols": ["C", "C", "C", "C", "C", "C", "C", "C", "C", "C", "N", "O", "O", "P", "Cl", "H", "H", "H", "H", "H", "H", "H", "H", "H", "H", "H"], "coordinates": [[-1.50826, -0.01539, -1.25053], [-2.67056, 0.55973, -0.87386], [-3.09003, -1.19009, 0.65334], [-1.05146, -1.11886, -0.60031], [-1.93886, -1.74345, 0.30483], [-3.41784, 0.05550, 0.15305], [0.12288, -1.85075, -0.95430], [1.32498, -1.26627, -1.33602], [2.76704, 0.28172, 1.41576], [2.64688, 2.45243, 1.00063], [2.29061, 1.35375, 0.64311], [0.63428, 2.39438, -1.17579], [1.44864, 0.07871, -1.44111], [0.67821, 1.13343, -0.42175], [-4.69073, 1.00217, 0.87448], [-0.90645, 0.28653, -2.09211], [-3.17437, 1.19418, -1.52349], [-3.61309, -1.64545, 1.50876], [0.16264, -2.86281, -0.79772], [2.02122, -1.96353, -1.82697], [3.06474, -0.47690, 0.74531], [3.38805, 0.44468, 2.36089], [1.77247, -0.07284, 1.81141], [3.12254, 2.49032, 1.99072], [-1.70323, -2.80903, 0.49723], [2.31970, 3.28787, 0.33444]], "nbo_charge": [-0.2312, -0.2191, -0.2410, -0.0495, -0.1836, -0.0186, -0.3100, 0.1491, -0.4531, 0.0194, -0.4623, -1.1282, -0.8190, 1.5488, 0.0026, 0.2444, 0.2258, 0.2299, 0.2097, 0.1990, 0.2301, 0.2156, 0.2259, 0.1728, 0.2094, 0.2329]}